1.
{"formula": "C2H5ClNOP", "method": "wB97M-V/def2-TZVPD", "homo_energy_ev": [-8.336, -8.333], "e_tot_ha": -1010.59923, "orbital_gap_ev": [6.59, 6.59], "mol_weight_g_mol": 125.5, "species": ["H", "H", "C", "C", "H", "P", "H", "N", "Cl", "O", "H"], "coordinates": [[1.84, -2.40, 0.99], [-0.97, 2.73, -0.39], [-1.22, 1.76, -0.09], [-0.27, 0.60, -0.48], [-0.41, 0.50, -1.55], [-0.75, -0.99, 0.60], [0.84, 0.75, -0.33], [2.14, -1.59, 0.43], [-1.23, -2.36, -0.67], [-2.10, 1.64, 0.72], [2.14, -0.64, 0.78]], "nbo_charge": [0.3448, 0.1264, 0.4297, -0.8287, 0.2546, 0.7686, 0.2723, -0.9617, -0.2255, -0.5083, 0.3279]}


2.
{"formula": "C2H5ClNOP", "method": "wB97M-V/def2-TZVPD", "spin_multiplicity": 3, "homo_energy_ev": [-6.490, -9.459], "e_tot_ha": -1010.55998, "orbital_gap_ev": [7.22, 5.88], "mol_weight_g_mol": 125.5, "species": ["O", "H", "C", "N", "C", "H", "H", "P", "H", "Cl", "H"], "coordinates": [[-0.98, 0.69, 0.93], [-0.50, -1.93, -0.39], [0.04, -1.04, -0.34], [-1.00, 1.18, -0.37], [0.02, -0.29, 1.00], [-1.69, 2.03, -0.42], [-0.10, -0.95, 1.75], [-0.30, 0.33, -1.56], [1.04, -1.31, -0.49], [2.44, 1.16, -1.28], [1.04, 0.14, 1.16]], "nbo_charge": [-0.3182, 0.2251, -0.7301, -0.5456, -0.0928, 0.4330, 0.2046, 0.6170, 0.2406, -0.2253, 0.1918]}


3.
{"formula": "C2H5ClNOPS", "method": "wB97M-V/def2-TZVPD", "homo_energy_ev": -9.682, "e_tot_ha": -1408.93444, "smiles": "S=[P@]1(Cl)NCCO1", "orbital_gap_ev": 9.68, "mol_weight_g_mol": 157.6, "species": ["H", "S", "Cl", "P", "C", "C", "H", "H", "H", "H", "N", "O"], "coordinates": [[-0.98, -1.29, -1.80], [2.80, 0.67, 1.62], [1.38, 2.12, -0.99], [1.33, 0.69, 0.42], [-0.32, -1.09, -0.79], [-1.04, 0.03, -0.02], [-0.42, -1.96, -0.22], [-0.21, 0.48, 2.12], [-2.05, -0.26, 0.40], [-1.30, 0.91, -0.75], [-0.20, 0.51, 1.04], [1.00, -0.82, -1.03]], "nbo_charge": [0.1668, -0.4224, -0.2115, 1.4477, -0.0666, -0.2677, 0.1558, 0.4683, 0.2295, 0.2031, -0.9960, -0.7072]}


4.
{"formula": "C2H5ClO2S", "method": "wB97M-V/def2-TZVPD", "homo_energy_ev": [-8.220, -8.450], "e_tot_ha": -1087.92239, "orbital_gap_ev": [8.20, 8.05], "mol_weight_g_mol": 128.6, "species": ["H", "C", "C", "H", "H", "O", "S", "H", "H", "O", "Cl"], "coordinates": [[-2.09, -0.39, -0.48], [1.57, -0.91, 0.50], [-2.12, 0.60, -0.73], [2.28, -0.13, 0.27], [0.73, -0.47, 0.99], [1.06, 1.02, -1.60], [0.45, -0.27, -1.83], [2.04, -1.64, 1.14], [-1.54, 1.35, 0.00], [0.99, -1.34, -0.72], [-3.27, 1.36, -1.73]], "nbo_charge": [0.1750, -0.2635, -0.4338, 0.1979, 0.1779, -0.8672, 1.2912, 0.2071, 0.2004, -0.7130, 0.0280]}


5.
{"formula": "C2H5ClO2S", "method": "wB97M-V/def2-TZVPD", "spin_multiplicity": 3, "homo_energy_ev": [-7.726, -11.133], "e_tot_ha": -1087.91794, "orbital_gap_ev": [8.57, 10.29], "mol_weight_g_mol": 128.6, "species": ["H", "O", "C", "H", "H", "H", "Cl", "C", "S", "H", "O"], "coordinates": [[0.96, -0.87, 2.26], [-0.99, -1.67, 0.66], [-0.63, 0.58, -2.28], [-1.64, 0.93, -1.83], [1.67, 0.65, 2.01], [0.30, 1.23, -2.03], [-0.42, -0.93, -2.95], [1.03, -0.02, 1.58], [-1.39, -0.29, 0.62], [1.33, -0.26, 0.59], [-0.22, 0.64, 1.36]], "nbo_charge": [0.1939, -0.8408, -0.4600, 0.1972, 0.1935, 0.1970, 0.0583, -0.2553, 1.2307, 0.1855, -0.7001]}


6.
{"formula": "C2H5ClO3", "method": "wB97M-V/def2-TZVPD", "homo_energy_ev": [-7.827, -8.113], "e_tot_ha": -764.97073, "orbital_gap_ev": [8.02, 8.65], "mol_weight_g_mol": 112.5, "species": ["Cl", "C", "H", "H", "H", "O", "O", "O", "H", "C", "H"], "coordinates": [[0.81, -1.47, 1.64], [-1.44, -0.24, -0.80], [1.12, 1.86, 1.45], [0.97, 0.82, -0.91], [-0.23, -1.78, -1.15], [0.69, 1.07, 1.87], [1.46, 0.37, -0.25], [-0.53, -0.94, -1.59], [-2.22, -0.64, -0.13], [0.64, 0.11, 0.85], [-1.27, 0.83, -0.99]], "nbo_charge": [-0.0614, -0.0821, 0.4831, 0.4980, 0.4938, -0.7008, -0.7260, -0.7077, 0.1889, 0.4640, 0.1502]}


7.
{"formula": "C2H5ClS", "method": "wB97M-V/def2-TZVPD", "homo_energy_ev": -8.593, "e_tot_ha": -937.54487, "smiles": "CC=S.Cl", "orbital_gap_ev": 8.52, "mol_weight_g_mol": 96.6, "species": ["H", "H", "C", "Cl", "H", "C", "H", "S", "H"], "coordinates": [[0.04, -1.16, 0.07], [-0.02, -0.01, -1.32], [0.43, -0.22, -0.34], [-3.19, -0.24, 0.07], [1.51, -0.13, -0.38], [-0.03, 0.96, 0.49], [-4.15, 0.05, -0.77], [-0.17, 2.46, -0.14], [-0.22, 0.92, 1.55]], "nbo_charge": [0.2237, 0.2417, -0.6962, -0.2776, 0.2461, -0.2278, 0.2808, 0.0133, 0.1961]}


8.
{"formula": "C2H5CuO3", "method": "wB97M-V/def2-TZVPD", "total_charge": 1, "spin_multiplicity": 2, "homo_energy_ev": [-14.806, -14.931], "e_tot_ha": -1944.84688, "orbital_gap_ev": [8.85, 7.84], "mol_weight_g_mol": 140.6, "species": ["H", "Cu", "O", "H", "H", "O", "O", "H", "H", "C", "C"], "coordinates": [[-2.88, -0.06, -1.98], [-0.52, -2.30, 0.29], [-1.95, -1.59, -1.12], [0.70, 2.00, -1.10], [1.61, 0.61, -1.94], [0.82, 0.26, -0.12], [1.13, -1.03, -0.14], [-0.59, 0.36, -1.79], [-1.74, -0.97, -3.03], [0.79, 0.92, -1.29], [-1.94, -0.66, -1.99]], "nbo_charge": [0.2026, 1.0140, -0.6497, 0.2475, 0.2388, -0.0967, -0.3113, 0.1069, 0.1959, -0.0883, 0.1405]}


9.
{"formula": "C2H5F2NO", "method": "wB97M-V/def2-TZVPD", "homo_energy_ev": [-7.994, -6.475], "e_tot_ha": -408.69175, "orbital_gap_ev": [7.43, 3.68], "mol_weight_g_mol": 97.1, "species": ["H", "N", "H", "F", "H", "H", "F", "C", "H", "O", "C"], "coordinates": [[-0.37, -0.42, -1.85], [0.17, 0.07, -1.11], [-1.36, 0.89, 0.00], [-0.89, -2.06, 1.25], [0.64, -0.82, 1.61], [1.21, 1.94, -0.11], [1.03, -2.73, 0.61], [-0.52, 1.12, -0.57], [-0.65, 1.93, -1.26], [0.41, 1.77, 0.38], [0.33, -1.69, 1.05]], "nbo_charge": [0.3299, -0.7331, 0.1617, -0.2832, 0.1912, 0.4624, -0.2791, 0.0418, 0.1359, -0.7555, 0.7280]}


10.
{"formula": "C2H5F2P", "method": "wB97M-V/def2-TZVPD", "homo_energy_ev": -9.982, "e_tot_ha": -620.24307, "smiles": "CC(F)(F)P", "orbital_gap_ev": 10.96, "mol_weight_g_mol": 98.0, "species": ["C", "H", "F", "C", "H", "H", "F", "P", "H", "H"], "coordinates": [[-0.85, 0.53, -1.00], [0.68, -1.36, 1.99], [-0.37, 0.70, 1.42], [0.15, 0.26, 0.18], [-1.68, 1.27, -0.54], [-1.36, -0.42, -1.25], [1.21, 1.13, 0.08], [0.57, -1.55, 0.61], [-0.38, 0.95, -1.82], [2.04, -1.51, 0.33]], "nbo_charge": [-0.6756, 0.0065, -0.3842, 0.4787, 0.2426, 0.2281, -0.3543, 0.2147, 0.2337, 0.0097]}


11.
{"formula": "C2H5FIN", "method": "wB97M-V/def2-TZVPD", "homo_energy_ev": -8.801, "e_tot_ha": -531.38032, "orbital_gap_ev": 8.53, "mol_weight_g_mol": 189.0, "species": ["C", "H", "H", "H", "H", "I", "N", "F", "C", "H"], "coordinates": [[-0.51, 0.08, -1.11], [1.16, -0.25, -1.90], [0.49, -0.57, 2.10], [1.54, 0.14, 1.00], [0.16, 1.03, 1.53], [-1.06, 2.16, -0.91], [-0.47, -0.57, 0.13], [-1.31, -0.50, -1.94], [0.39, 0.03, 1.18], [-0.40, -1.55, -0.08]], "nbo_charge": [0.3861, -0.0619, 0.2222, 0.1948, 0.2251, 0.1125, -0.6785, -0.3438, -0.4531, 0.3967]}


12.
{"formula": "C2H5FN2O", "method": "wB97M-V/def2-TZVPD", "homo_energy_ev": -9.427, "e_tot_ha": -363.78403, "smiles": "NNC(=O)CF", "orbital_gap_ev": 10.15, "mol_weight_g_mol": 92.1, "species": ["H", "H", "N", "H", "H", "C", "F", "O", "H", "C", "N"], "coordinates": [[-1.05, -1.00, 0.85], [1.48, -0.93, 0.92], [1.46, -0.59, -0.06], [-0.98, -1.11, -0.92], [1.45, 1.50, -0.19], [-0.58, 0.88, -0.10], [-2.68, -0.40, -0.05], [-1.10, 1.94, 0.04], [2.44, -0.48, -0.34], [-1.30, -0.51, -0.06], [0.85, 0.70, -0.09]], "nbo_charge": [0.1767, 0.3472, -0.6565, 0.1938, 0.3872, 0.6403, -0.3448, -0.5585, 0.3649, -0.0432, -0.5072]}


13.
{"formula": "C2H5FN2S", "method": "wB97M-V/def2-TZVPD", "homo_energy_ev": -8.386, "e_tot_ha": -686.66057, "orbital_gap_ev": 8.48, "mol_weight_g_mol": 108.1, "species": ["H", "C", "N", "H", "S", "H", "H", "F", "N", "C", "H"], "coordinates": [[-0.86, 1.89, 1.18], [0.12, 0.19, 0.30], [-1.10, -0.17, -0.35], [1.86, 0.44, 0.30], [-0.79, -1.36, -1.53], [-1.96, -0.63, 0.54], [-0.33, 0.60, 2.43], [1.31, 1.69, 1.65], [1.24, -0.24, -0.16], [-0.03, 1.13, 1.48], [0.60, -0.89, -1.84]], "nbo_charge": [0.2090, 0.3593, -0.7637, 0.3736, 0.0862, 0.3960, 0.2021, -0.3730, -0.6785, -0.0249, 0.2138]}


14.
{"formula": "C2H5FN2S", "method": "wB97M-V/def2-TZVPD", "homo_energy_ev": -9.423, "e_tot_ha": -686.64501, "smiles": "[H]/N=C(\\CF)NS", "orbital_gap_ev": 9.62, "mol_weight_g_mol": 108.1, "species": ["H", "H", "C", "H", "C", "H", "F", "N", "N", "S", "H"], "coordinates": [[-1.91, 0.48, 1.72], [0.63, -0.97, 0.93], [-0.35, -1.07, 0.28], [2.54, -0.14, -2.02], [-0.65, 0.45, 0.19], [0.44, 2.17, -0.52], [-0.13, -1.70, -0.86], [0.30, 1.04, -0.83], [-1.55, 1.04, 0.86], [1.91, 0.34, -0.59], [-1.22, -1.64, 0.84]], "nbo_charge": [0.3716, 0.1850, -0.0344, 0.1556, 0.4093, 0.4052, -0.3335, -0.7661, -0.6778, 0.1092, 0.1758]}


15.
{"formula": "C2H5FS", "method": "wB97M-V/def2-TZVPD", "homo_energy_ev": -9.474, "e_tot_ha": -577.23221, "smiles": "C1CS1.F", "orbital_gap_ev": 10.38, "mol_weight_g_mol": 80.1, "species": ["H", "H", "C", "H", "S", "H", "C", "F", "H"], "coordinates": [[-1.04, 0.73, -1.57], [-0.65, -0.63, 1.65], [1.07, -0.05, 0.40], [1.48, -0.29, -0.58], [0.04, 1.43, 0.48], [-0.95, -0.75, -0.15], [-0.36, -0.32, 0.66], [-1.36, 0.06, -2.13], [1.77, -0.18, 1.23]], "nbo_charge": [0.5571, 0.2258, -0.4864, 0.2307, 0.0747, 0.2463, -0.4965, -0.5787, 0.2270]}


16.
{"formula": "C2H5FSi", "method": "wB97M-V/def2-TZVPD", "homo_energy_ev": -10.444, "e_tot_ha": -468.38261, "orbital_gap_ev": 10.71, "mol_weight_g_mol": 76.1, "species": ["C", "H", "H", "C", "F", "H", "H", "H", "Si"], "coordinates": [[-0.76, -0.96, 0.21], [-0.89, -1.92, -0.42], [0.41, 0.78, -2.03], [-1.46, -0.69, 1.26], [-2.24, -1.40, 2.11], [-0.12, 1.69, 0.01], [1.63, 0.24, -0.03], [-1.29, 1.02, 1.82], [0.29, 0.47, -0.50]], "nbo_charge": [-0.7972, 0.2663, -0.1472, 0.4041, -0.3281, -0.1780, -0.1725, 0.0502, 0.9025]}


17.
{"formula": "C2H5FSi", "method": "wB97M-V/def2-TZVPD", "homo_energy_ev": -9.768, "e_tot_ha": -468.51953, "smiles": "C=C[SiH2]F", "orbital_gap_ev": 10.54, "mol_weight_g_mol": 76.1, "species": ["C", "H", "H", "F", "H", "H", "Si", "H", "C"], "coordinates": [[-1.68, -0.29, 0.37], [-1.82, 0.45, 1.04], [1.81, 1.71, 0.82], [2.49, -0.57, 0.25], [-0.36, -1.42, -1.00], [-2.68, -0.80, 0.24], [1.38, 0.59, -0.02], [1.46, 0.90, -1.39], [-0.59, -0.58, -0.33]], "nbo_charge": [-0.4077, 0.1841, -0.1951, -0.6565, 0.2143, 0.1851, 1.3830, -0.2440, -0.4634]}


18.
{"formula": "C2H5FSi", "method": "wB97M-V/def2-TZVPD", "spin_multiplicity": 3, "homo_energy_ev": [-7.855, -10.248], "e_tot_ha": -468.29315, "orbital_gap_ev": [8.75, 8.19], "mol_weight_g_mol": 76.1, "species": ["Si", "H", "C", "C", "H", "F", "H", "H", "H"], "coordinates": [[1.51, -0.06, -0.02], [-0.78, -0.03, -1.95], [-1.48, 0.07, 0.54], [-0.35, 0.23, 0.06], [-1.86, 0.20, 1.60], [-2.63, 0.05, -0.19], [1.75, -1.08, -1.15], [2.19, 1.29, -0.18], [1.64, -0.68, 1.28]], "nbo_charge": [0.7984, -0.0059, 0.1086, -0.3444, 0.1808, -0.3464, -0.1250, -0.1275, -0.1385]}


19.
{"formula": "C2H5IN2", "method": "wB97M-V/def2-TZVPD", "homo_energy_ev": -8.928, "e_tot_ha": -486.27711, "orbital_gap_ev": 9.15, "mol_weight_g_mol": 184.0, "species": ["C", "H", "N", "H", "C", "H", "I", "H", "H", "N"], "coordinates": [[-0.75, 0.02, -0.34], [1.78, 0.89, 0.35], [1.36, 0.00, 0.10], [-0.22, -0.81, 1.62], [0.13, 0.07, 0.90], [0.60, -0.63, -1.71], [-1.89, -1.81, -0.70], [0.09, 0.96, 1.38], [-1.58, 1.15, -0.50], [0.47, 0.15, -1.10]], "nbo_charge": [-0.1486, 0.3405, -0.4441, 0.1970, -0.2835, 0.3638, 0.0677, 0.1909, 0.2102, -0.4938]}


20.
{"formula": "C2H5INO", "method": "wB97M-V/def2-TZVPD", "total_charge": -1, "homo_energy_ev": -3.119, "e_tot_ha": -506.98728, "orbital_gap_ev": 5.69, "mol_weight_g_mol": 186.0, "species": ["H", "C", "H", "O", "H", "H", "I", "H", "N", "C"], "coordinates": [[0.09, -2.18, 1.52], [0.10, -0.39, 0.18], [-0.72, -0.73, 2.10], [0.42, -0.98, -0.81], [-0.57, 1.22, -0.85], [-0.81, 1.23, 0.90], [0.64, 3.00, -6.50], [1.16, -0.87, 1.86], [-0.45, 0.79, 0.06], [0.15, -1.09, 1.54]], "nbo_charge": [0.2392, 0.6546, 0.2049, -0.6184, 0.4285, 0.3788, -0.9999, 0.2345, -0.8098, -0.7124]}